Computed, not measured: a molecular structure, C3H6O4 in a non-equilibrium geometry, with wB97M-V/def2-TZVPD.

Last column: Mulliken charge in e.
Positions of all 13 atoms, in Å:
C (1.1032, -0.6959, -0.2879)  0.0724
C (0.2841, 0.4729, -0.3190)  0.2640
C (-1.0449, 0.3473, -0.5876)  0.0637
O (2.2798, -0.6218, 0.3714)  -0.4788
O (-0.3019, -1.7704, 0.4306)  -0.6900
O (0.7899, 1.5847, 0.3394)  -0.5849
O (-1.8940, 1.3218, -0.1918)  -0.5090
H (2.3458, 0.2766, 0.7428)  0.3891
H (-0.4948, -2.1414, 1.3050)  0.1958
H (0.0504, 2.0322, 0.7820)  0.3111
H (-2.8050, 1.0032, -0.2648)  0.3759
H (1.1373, -1.3411, -1.1548)  0.2545
H (-1.4499, -0.4681, -1.1654)  0.3361

Atomic forces in eV per Å
C -0.22 -1.53 1.02
C -1.87 1.05 -0.06
C 1.35 0.49 -0.55
O -0.78 0.23 -0.58
O 0.65 0.11 -0.77
O -0.20 -0.15 0.21
O -0.32 0.17 0.03
H -0.15 -0.23 0.21
H 0.99 0.15 0.08
H 0.24 -0.07 -0.13
H 0.31 0.17 -0.04
H -0.07 -0.23 0.27
H 0.07 -0.16 0.30

Calculated values
Total charge: 0
LUMO energy (eV): 0.409
Energy relative to the best compared isomer or geometry (same formula, charge and spin) (kcal per mole): 85.7
HOMO-LUMO gap (eV): 8.52
E_tot (eV): -11394.9753
HOMO energy (eV): -8.109
Multiplicity: 1